[1]
A molecular structure, C20H43ErO2P3 at a distorted geometry. Source: OMol25; level of theory: ωB97M-V/def2-TZVPD.

ORCA input file:
```
! RIJCOSX wB97M-V def2-TZVPD def2/J DEFGRID3
* xyz 3 4
Er 0.10 -0.03 0.33
P -2.57 1.29 -0.88
P -1.02 -2.36 0.71
P 0.86 0.57 -2.29
H 1.94 1.54 2.50
C 2.43 2.13 1.70
C 1.76 3.13 1.11
H 0.81 3.47 1.51
C -4.11 1.57 0.09
C -3.34 0.12 -2.09
C -2.63 2.85 -1.83
C 0.01 -3.51 1.66
C -2.67 -2.44 1.49
C -1.14 -3.34 -0.83
C 1.16 2.36 -2.60
C -0.37 0.39 -3.63
C 2.34 -0.27 -2.97
H 3.39 1.77 1.34
H 2.09 3.55 0.16
H -3.97 2.39 0.81
H -4.41 0.67 0.65
H -4.92 1.85 -0.59
H -3.62 -0.81 -1.56
H -2.66 -0.14 -2.91
H -4.25 0.60 -2.51
H -2.05 3.62 -1.29
H -3.68 3.19 -1.89
H -2.22 2.78 -2.84
H 0.46 -4.25 0.97
H -0.56 -4.04 2.43
H 0.85 -2.96 2.14
H -3.13 -3.40 1.27
H -3.27 -1.62 1.06
H -2.55 -2.29 2.56
H -1.48 -4.34 -0.56
H -0.16 -3.40 -1.31
H -1.85 -2.86 -1.52
H 1.78 2.46 -3.51
H 1.65 2.84 -1.74
H 0.20 2.85 -2.78
H 0.10 0.51 -4.62
H -1.10 1.20 -3.51
H -0.86 -0.58 -3.54
H 2.74 0.31 -3.82
H 2.07 -1.29 -3.32
H 3.13 -0.32 -2.21
C 3.27 -1.37 0.72
C 3.53 -2.64 1.20
C 4.78 -3.21 0.91
C 5.77 -2.50 0.28
C 5.50 -1.21 -0.16
C 4.24 -0.63 0.04
O 1.99 -0.84 0.96
H 1.69 -0.95 1.88
H 2.79 -3.17 1.80
H 4.94 -4.24 1.18
H 6.74 -2.97 0.07
H 6.27 -0.67 -0.75
H 4.03 0.39 -0.32
C -1.69 2.97 2.67
C -1.73 1.50 2.69
C -2.67 0.85 3.65
O -0.92 0.79 1.98
H -2.63 3.35 3.11
H -1.60 3.39 1.67
H -0.84 3.31 3.28
H -3.15 -0.06 3.25
H -2.12 0.61 4.59
H -3.49 1.55 3.93
*
```

Values from the calculation:
Energy relative to the best compared isomer or geometry (same formula, charge and spin): 0.000 eV
LUMO level (alpha / beta): -9.74 / -9.70 eV
<S²>: 3.753
Frontier orbital gap (alpha / beta): 7.614 / 7.661 eV
E_tot: -80994.9382 eV



[2]
A molecular structure, C20H43FInN6O2. Source: OMol25; level of theory: ωB97M-V/def2-TZVPD.

ORCA input file:
```
! RIJCOSX wB97M-V def2-TZVPD def2/J DEFGRID3
* xyz -1 1
C -8.19 -2.56 -2.02
C -7.51 -3.14 -0.75
In -5.53 -2.28 -0.40
F -4.78 -3.14 1.30
C -4.17 -2.70 -2.11
C -3.01 -1.70 -2.28
C -1.89 -1.76 -1.20
C -2.06 -2.83 -0.12
N -0.78 -2.97 0.63
C -0.99 -3.75 1.80
N -0.93 -5.02 1.75
N -1.25 -2.96 2.92
C -5.72 -0.09 -0.04
C -4.64 0.81 -0.13
C -4.82 2.16 0.12
C -6.08 2.61 0.45
C -7.11 1.67 0.51
N -6.94 0.37 0.29
H -8.19 -3.29 -2.84
H -9.23 -2.28 -1.83
H -7.68 -1.67 -2.40
H -7.41 -4.23 -0.84
H -8.14 -2.97 0.12
H -3.79 -3.72 -2.05
H -4.79 -2.66 -3.01
H -2.53 -1.84 -3.26
H -3.42 -0.69 -2.31
H -0.91 -1.91 -1.66
H -1.83 -0.79 -0.70
H -2.36 -3.79 -0.54
H -2.81 -2.53 0.62
H -0.15 -3.52 0.06
H -1.12 -5.44 2.66
H -1.89 -2.21 2.69
H -1.67 -3.52 3.66
H -3.66 0.43 -0.39
H -3.98 2.84 0.06
H -6.28 3.65 0.66
H -8.12 2.00 0.75
C 3.64 0.83 -0.33
C 2.72 2.04 -0.49
C 1.66 2.17 0.62
O 0.59 1.27 0.51
C 0.83 -0.04 1.02
N 2.14 2.02 -1.83
H 3.15 -0.09 -0.65
H 4.53 0.95 -0.95
H 3.96 0.71 0.70
H 3.34 2.94 -0.42
H 1.22 3.16 0.54
H 2.13 2.09 1.61
H 1.47 0.00 1.91
H 1.28 -0.69 0.27
H -0.13 -0.47 1.30
H 1.62 2.88 -1.99
H 1.43 1.29 -1.85
C 8.15 3.84 1.55
C 7.87 3.60 0.07
C 6.79 2.55 -0.20
O 7.20 1.21 0.00
C 7.16 0.75 1.34
N 9.14 3.30 -0.61
H 8.77 3.05 1.98
H 8.70 4.78 1.68
H 7.23 3.90 2.13
H 7.49 4.54 -0.35
H 6.51 2.61 -1.25
H 5.89 2.76 0.39
H 6.32 1.19 1.88
H 8.09 0.97 1.88
H 7.03 -0.33 1.31
H 8.98 3.27 -1.61
H 9.41 2.35 -0.36
*
```

Values from the calculation:
LUMO level: 2.07 eV
Frontier orbital gap: 6.707 eV
E_tot: -42364.2536 eV